ORCA calculation (ωB97M-V/def2-TZVPD) on a 2-piece molecular cluster, C9H14 overall at a distorted geometry.

## Properties
energy relative to the best compared isomer or geometry (same formula, charge and spin): 12.5 kcal/mol
energy: -351.31028 Eh
HOMO level: -9.02 eV
structure (SMILES): Cc1ccccc1.CC
Kohn-Sham gap: 10.04 eV
largest force on an atom: 1.75 eV/Å

Positions of all 23 atoms, in Å:
C: 2.3858 -1.5571 0.2930
C: 2.9405 -0.3625 -0.4832
H: 1.3230 -1.4426 0.4638
H: 2.6290 -2.4578 -0.2559
H: 2.8904 -1.6040 1.2577
H: 2.2291 0.2726 -1.0117
H: 3.6925 -0.6663 -1.2071
H: 3.4592 0.3835 0.1345
C: -2.2636 -0.7802 1.6690
C: -1.3113 2.2704 -0.3511
C: -1.7576 1.4862 0.6969
C: -0.7268 1.6903 -1.4840
C: -1.6642 0.0775 0.5784
C: -0.6103 0.3222 -1.5842
C: -1.0914 -0.4724 -0.5600
H: -1.3397 3.3517 -0.3113
H: -2.2930 1.7820 1.5905
H: -0.1790 2.3486 -2.1453
H: -0.0224 -0.0850 -2.3966
H: -2.0454 -0.3492 2.6437
H: -1.7989 -1.7669 1.7353
H: -1.1429 -1.5519 -0.6311
H: -3.3030 -0.8894 1.3586

ORCA calculation (ωB97M-V/def2-TZVPD) on C14H26As2AuO7S2 as an isolated structure at a distorted geometry.

## Properties
energy relative to the best compared isomer or geometry (same formula, charge and spin): 0.0 kcal/mol
energy: -6479.01605 Eh
net charge: +1
HOMO level: -12.52 eV
Kohn-Sham gap: 6.93 eV
largest force on an atom: 1.28 eV/Å

Positions of all 52 atoms, in Å:
Au: 0.7554 1.1734 -0.7803
O: -0.4493 -1.0981 2.3913
As: 1.0764 -0.3584 1.9391
O: 1.9543 -0.0695 3.2715
O: 0.6281 1.1838 1.1942
C: 1.9900 -1.6482 0.8058
C: 3.1593 -2.0796 1.4239
C: 3.9381 -3.0734 0.8428
C: 3.5622 -3.6490 -0.3574
C: 2.4049 -3.2273 -0.9945
C: 1.6246 -2.2343 -0.4202
S: 0.2519 -1.6824 -1.3662
O: -0.2402 -2.7239 -2.2069
O: -0.6959 -1.1299 -0.3922
O: 0.8137 -0.5145 -2.1949
H: -0.4351 -1.1287 3.3601
H: 3.4371 -1.6346 2.3708
H: 4.8372 -3.4064 1.3438
H: 4.1663 -4.4297 -0.7993
H: 2.0882 -3.6729 -1.9280
C: -1.2531 3.9116 -1.9877
C: -1.7857 3.3068 -0.6890
As: -1.6150 1.3818 -0.6036
C: -2.5317 0.8284 1.0004
C: -2.3268 1.7155 2.2212
C: -2.6317 0.6837 -2.0949
C: -1.9922 0.5995 -3.4736
H: -1.1152 4.9856 -1.8739
H: -1.9382 3.7484 -2.8191
H: -0.2844 3.4923 -2.2751
H: -2.8500 3.5126 -0.5489
H: -1.2562 3.7018 0.1791
H: -2.2418 -0.2057 1.1731
H: -3.5734 0.8537 0.6620
H: -1.2885 1.7314 2.5362
H: -2.9270 1.3168 3.0390
H: -2.6530 2.7409 2.0451
H: -3.4775 1.3799 -2.1002
H: -2.9811 -0.2905 -1.7534
H: -1.5498 1.5475 -3.7823
H: -2.7653 0.3438 -4.1977
H: -1.2254 -0.1677 -3.5165
C: 5.0981 1.8660 -1.4922
S: 3.9021 0.5728 -1.7314
C: 3.1944 1.1294 -3.2668
O: 2.8608 0.8579 -0.6358
H: 4.5689 2.8129 -1.3941
H: 5.7741 1.8730 -2.3465
H: 5.6491 1.6400 -0.5825
H: 3.9532 1.0367 -4.0430
H: 2.8809 2.1693 -3.1599
H: 2.3594 0.4694 -3.4944

ORCA calculation (ωB97M-V/def2-TZVPD) on a 2-piece molecular cluster, C4H3N3O6 overall at a distorted geometry.

## Properties
energy relative to the best compared isomer or geometry (same formula, charge and spin): 0.0 kcal/mol
energy: -769.75796 Eh
HOMO level (alpha / beta): -9.16 / -7.83 eV
Kohn-Sham gap (alpha / beta): 9.00 / 7.73 eV
largest force on an atom: 5.49 eV/Å

Positions of all 16 atoms, in Å:
C: -1.9932 -0.3293 -0.4230
C: 0.0656 0.5352 0.4489
C: -0.1996 -1.8565 0.1718
C: 1.9457 -0.8624 0.2919
N: -1.2270 0.6776 0.1634
N: -1.3750 -1.5956 -0.4260
N: 0.6478 -0.6657 0.3247
O: -3.0873 -0.1956 -0.8743
O: 0.7041 1.4446 0.8781
O: 0.1390 -2.9932 0.3157
O: 2.9243 -1.4583 0.2594
O: 3.1747 0.6962 -0.8643
O: 4.1049 -0.2775 -0.7257
H: 3.1731 1.2701 -0.0859
H: -1.5179 1.6070 0.1179
H: -1.8915 -2.3817 -0.4868